Record 1
The following is a DFT calculation (wB97M-V/def2-TZVPD) of 2 unconnected molecules or ions with the total composition C14H27INO4.

Results
charge: -1
gap between HOMO and LUMO: 6.9 eV

```
47
Properties=species:S:1:pos:R:3:forces:R:3
C 1.30116 -1.81034 0.58747 0.40 -0.35 0.13
C 2.04599 -1.31951 -0.41223 -0.38 0.23 -0.47
C 1.52955 -0.25573 -1.38626 0.43 -1.43 0.25
N 0.77006 0.74214 -0.65950 -0.51 0.23 -0.24
I 1.96593 1.83002 0.60223 0.11 0.04 0.05
C -0.10886 1.55810 -1.52615 -0.30 0.32 0.06
C -1.57271 1.54498 -1.06928 0.12 -1.02 0.24
C -2.05746 0.20486 -0.47615 -0.87 0.25 -0.47
C -2.88360 -0.67880 -1.43716 0.52 -0.91 0.79
C -2.02837 -1.66318 -2.25734 -0.16 0.33 -0.47
C -1.78106 -1.10191 -3.65445 -0.57 -0.42 0.25
O -0.85761 -1.87018 -4.40639 0.11 0.46 0.02
C 0.23450 -1.13461 -4.92862 0.16 -0.46 -0.17
C 0.38283 3.01175 -1.77436 -0.10 1.72 -0.27
O -0.32978 3.95904 -1.34802 0.08 -0.91 0.01
O 1.44841 3.13367 -2.41659 0.16 -0.73 -0.01
H 0.28024 -2.15296 0.46944 -0.56 1.39 0.25
H 1.72976 -1.85072 1.58564 0.31 -1.40 -0.15
H 3.07110 -1.64863 -0.55097 0.53 1.00 0.88
H 2.41340 0.14997 -1.88681 -0.17 0.11 -0.40
H 0.86220 -0.73917 -2.10103 -0.11 0.30 -0.25
H -0.07946 1.09928 -2.51434 0.21 -0.09 -0.06
H -2.17124 1.72664 -1.96337 -0.07 0.34 -0.01
H -1.78769 2.34607 -0.37272 0.30 0.24 0.01
H -1.25376 -0.40582 -0.07189 0.19 0.19 0.09
H -2.72411 0.43840 0.35572 0.05 0.02 0.15
H -3.55739 -0.10314 -2.07310 0.03 0.12 -0.07
H -3.50911 -1.30828 -0.79906 -0.26 0.08 -0.03
H -2.54008 -2.61933 -2.37207 -0.06 -0.09 -0.01
H -1.09591 -1.88657 -1.74057 0.16 0.14 0.01
H -1.52553 -0.04371 -3.58922 0.36 0.01 -0.10
H -2.74796 -1.15444 -4.16930 -0.01 0.15 -0.13
H 0.02358 -0.07294 -5.05034 -0.10 0.07 0.07
H 0.47157 -1.55357 -5.90709 0.01 0.02 -0.08
H 1.11904 -1.25641 -4.30132 0.05 0.14 0.11
C 0.34264 1.02047 6.02959 -0.18 -0.08 0.08
C 0.93019 0.02480 5.03844 0.32 0.58 -0.02
C 2.41889 -0.18249 5.28247 0.05 -0.21 0.00
O 0.71831 0.48081 3.70995 -0.25 -0.41 0.18
H 0.82372 1.99640 5.92286 0.09 -0.04 0.01
H -0.72153 1.16361 5.83976 0.00 -0.05 0.00
H 0.47151 0.68060 7.05980 0.01 0.03 0.00
H 0.40834 -0.92997 5.12666 -0.04 0.00 -0.12
H 2.96292 0.75684 5.15253 -0.06 0.04 0.06
H 2.82737 -0.89282 4.56298 -0.04 -0.02 0.01
H 2.60885 -0.55754 6.29081 0.02 0.02 0.00
H 1.17111 1.32428 3.59931 0.01 -0.01 -0.21
```
Forces are in eV/Å.

Record 2
The following is a DFT calculation (wB97M-V/def2-TZVPD) of a molecular structure, C14H27MoN2OSi.

Results
charge: +3
gap between HOMO and LUMO (spin up / spin down): 7.4 / 7.4 eV
energy above the lowest of the compared OMol25 structures with the same formula, charge and spin: 8.6 kcal/mol

```
46
Properties=species:S:1:pos:R:3:forces:R:3
Mo 0.04658 0.49893 0.96569 -0.13 -0.48 0.99
N -1.58347 -0.09259 2.33989 -0.07 0.03 -0.02
C -2.26963 -1.43540 2.41493 0.01 -0.07 -0.04
C -1.27978 -2.52927 2.74968 0.08 0.10 0.01
C -0.16632 -2.67176 1.73319 -0.03 0.01 0.08
N 0.75680 -1.47857 1.73111 -0.14 0.08 -0.38
H -1.18521 0.08297 3.27043 -0.07 -0.01 0.03
H -2.31763 0.61673 2.25803 0.00 -0.01 -0.04
H -2.74028 -1.62644 1.44828 -0.02 0.06 0.00
H -3.05707 -1.38516 3.16495 -0.01 0.04 0.02
H -1.82332 -3.47291 2.80779 0.00 -0.02 0.00
H -0.86012 -2.36651 3.74901 -0.02 -0.04 0.01
H -0.55963 -2.79170 0.72348 0.02 0.02 -0.03
H 0.43060 -3.55402 1.96227 0.04 0.00 0.00
H 1.56420 -1.73444 1.16716 0.02 -0.06 0.07
H 1.12785 -1.37925 2.67951 0.00 -0.01 -0.01
C -1.75576 -1.71462 -1.80531 -0.10 -0.33 0.19
Si -1.55979 -0.20673 -0.79306 0.85 0.62 -0.48
C -3.00733 0.90010 -0.49965 -0.29 -0.17 0.24
C -0.04343 0.92989 -1.27649 -0.27 -0.54 0.02
C 0.75911 0.20377 -2.19621 0.11 0.27 -0.13
C 1.13772 0.76645 -3.40161 0.03 -0.03 0.03
C 0.72653 2.05972 -3.71856 -0.01 -0.01 0.02
C -0.07574 2.79318 -2.84109 0.02 0.05 0.01
C -0.45561 2.24161 -1.63472 0.13 -0.01 -0.06
H -2.15507 -1.41159 -2.77917 0.01 0.01 0.01
H -2.48186 -2.39623 -1.35320 -0.01 0.00 -0.07
H -0.82020 -2.25004 -1.96184 -0.03 -0.02 -0.02
H -3.34673 1.30280 -1.45879 0.00 -0.01 0.00
H -2.78349 1.75374 0.14653 -0.06 0.05 -0.02
H -3.84980 0.35461 -0.06381 0.00 0.04 -0.02
H 1.07172 -0.80678 -1.96171 -0.01 0.00 0.01
H 1.74428 0.20239 -4.09893 -0.01 0.02 0.01
H 1.02810 2.50048 -4.66100 -0.03 -0.01 -0.01
H -0.40669 3.78907 -3.10691 0.03 -0.01 -0.01
H -1.07839 2.83377 -0.97260 -0.05 0.00 0.00
C 4.42412 0.37864 0.45573 0.17 0.07 0.00
O 3.04959 -0.17756 0.60041 0.09 -0.07 -0.03
C 2.01688 0.53477 0.58901 -0.43 0.05 -0.39
C 1.95139 2.02219 0.56458 0.20 -0.08 0.02
H 4.40200 1.21747 -0.23433 -0.06 -0.01 -0.01
H 5.02049 -0.43727 0.06555 -0.04 -0.05 -0.01
H 4.76927 0.66953 1.44390 -0.06 -0.01 0.04
H 2.58652 2.46466 1.33765 -0.03 -0.02 0.08
H 0.90131 2.31854 0.85409 0.24 0.59 -0.08
H 2.14730 2.48283 -0.40389 -0.07 -0.03 -0.06
```
Forces are in eV/Å.

Record 3
The following is a DFT calculation (wB97M-V/def2-TZVPD) of 2 unconnected molecules or ions with the total composition C14H27N4O4S.

Results
charge: -1
gap between HOMO and LUMO: 5.4 eV

```
50
Properties=species:S:1:pos:R:3:forces:R:3
O 0.63378 2.16029 5.13878 0.06 0.14 0.25
N -0.09668 2.01768 4.19454 0.13 0.02 -0.59
O 0.35775 2.58038 3.09565 0.07 0.10 1.06
C -0.46191 2.12811 1.78032 -0.59 -0.73 -1.79
N 0.31386 1.57147 0.83246 -0.07 0.03 0.14
C 0.63633 0.18736 1.11166 -0.14 0.56 -0.17
C 0.54814 -0.66709 -0.16230 0.09 -0.21 0.01
C -0.16163 -2.01390 0.01775 -0.23 0.42 0.25
C 0.24060 -2.86843 1.21433 0.02 -0.38 -0.42
C 1.64596 -3.46014 1.18001 -0.07 -0.04 0.42
C 2.78257 -2.51313 1.54627 0.00 -0.20 0.21
C 4.10747 -3.28117 1.65552 -0.35 -0.04 -0.66
S 5.47568 -2.58814 0.66601 0.15 0.30 0.20
C 4.67436 -2.62007 -0.87516 -0.03 0.22 -0.02
N 4.36957 -1.64090 -1.66305 0.12 -0.41 0.17
N 3.74449 -2.21133 -2.77060 0.04 -0.72 0.18
C 3.71325 -3.48319 -2.54087 0.13 0.78 0.05
O 4.29312 -3.83204 -1.37025 -0.25 0.11 -0.36
H -1.24247 1.46807 2.19901 0.13 0.04 0.57
H -0.92923 3.04694 1.43131 0.22 0.37 0.32
H 1.64198 0.11065 1.54419 0.10 -0.18 0.14
H -0.05867 -0.20960 1.87356 -0.07 -0.18 0.06
H 1.52250 -0.81110 -0.63416 0.16 0.04 0.04
H -0.03247 -0.06295 -0.85443 -0.05 0.03 -0.22
H -1.22036 -1.77539 0.14439 -0.16 -0.07 0.04
H -0.10671 -2.61807 -0.89018 0.14 -0.06 -0.15
H 0.06922 -2.33199 2.14360 0.12 0.15 0.14
H -0.43985 -3.72278 1.23531 -0.15 -0.06 0.06
H 1.66509 -4.26361 1.92227 0.05 -0.18 0.01
H 1.83524 -3.94201 0.21789 0.03 0.05 -0.19
H 2.84605 -1.69208 0.84198 0.09 0.15 -0.06
H 2.55230 -2.08981 2.52090 -0.03 0.29 0.04
H 3.95933 -4.28668 1.27197 0.07 -0.24 0.16
H 4.45706 -3.34784 2.67807 0.25 0.03 0.11
H 3.28743 -4.25209 -3.15408 -0.05 -0.13 -0.07
C -2.20121 3.01301 -2.74460 -0.05 0.16 0.00
C -3.01762 2.37864 -1.63287 0.10 -0.13 -0.05
O -3.43826 3.29499 -0.63630 -0.05 -0.04 0.12
C -4.25807 4.35477 -1.07099 0.01 0.06 -0.03
C -5.56895 3.91299 -1.70417 0.01 -0.07 -0.02
H -1.32567 3.51088 -2.32744 0.03 -0.06 0.02
H -1.86543 2.24538 -3.44260 0.03 -0.02 0.03
H -2.77497 3.75083 -3.31103 -0.02 -0.05 -0.04
H -2.39675 1.64817 -1.11391 0.00 0.08 0.12
H -3.88272 1.83994 -2.04139 0.00 0.04 -0.04
H -3.70833 5.01461 -1.75383 -0.03 -0.01 -0.04
H -4.46925 4.93823 -0.17376 0.03 -0.01 0.02
H -5.40867 3.34146 -2.61926 0.01 0.04 -0.03
H -6.17440 4.78495 -1.95836 0.00 0.01 0.02
H -6.13290 3.28573 -1.01216 -0.01 0.01 0.01
```
Forces are in eV/Å.